Record 1
{
  "formula": "C5H4N2O",
  "method": "ωB97M-V/def2-TZVPD",
  "relative_energy_kcal_mol": 82.4,
  "spin_multiplicity": 1,
  "smiles": "[H]/N=C1/N=CC(=O)C1=C",
  "total_charge": 0,
  "species": ["H", "N", "C", "N", "C", "C", "O", "C", "C", "H", "H", "H"],
  "xyz": [[-2.834817, 0.817335, -0.376656], [-2.470497, -0.210385, -0.138021], [-1.219296, -0.309161, -0.029705], [-0.578044, -1.442727, 0.066118], [0.743909, -1.367091, 0.266279], [1.245679, 0.061981, -0.054331], [2.526154, 0.142486, -0.167898], [-0.034615, 0.744996, -0.087728], [-0.170373, 1.997323, 0.228650], [1.351446, -2.165639, -0.029977], [0.600634, 2.713594, -0.052874], [-1.378522, 2.298316, 0.367030]],
  "atomic_forces_ev_per_a": [[1.325, -2.649, 0.887], [-1.039, 2.616, -0.794], [1.184, 4.655, -0.402], [4.401, -5.973, 1.611], [-4.612, 2.414, -2.742], [4.750, -3.662, 0.816], [-5.341, 1.390, -0.028], [-1.020, 0.333, 0.207], [-4.102, 2.388, -1.129], [0.948, -1.530, 0.717], [-0.145, 0.180, 0.961], [3.652, -0.162, -0.103]]
}

=====

Record 2
{
  "formula": "C44H48F5N2NbO18P",
  "method": "ωB97M-V/def2-TZVPD",
  "spin_multiplicity": 1,
  "total_charge": -1,
  "energy_ha": -4066.7683,
  "species": ["C", "C", "N", "Nb", "C", "C", "C", "F", "F", "F", "C", "O", "C", "C", "O", "C", "C", "O", "C", "C", "N", "C", "O", "F", "C", "O", "F", "P", "O", "O", "O", "H", "H", "H", "H", "H", "H", "H", "H", "H", "H", "H", "H", "H", "H", "H", "H", "H", "H", "H", "H", "H", "H", "H", "H", "H", "H", "H", "H", "C", "C", "C", "O", "C", "C", "C", "O", "H", "H", "H", "H", "C", "C", "C", "O", "C", "C", "C", "O", "H", "H", "H", "H", "C", "C", "C", "O", "C", "C", "C", "O", "H", "H", "H", "H", "C", "C", "C", "O", "C", "C", "C", "O", "H", "H", "H", "H", "C", "C", "C", "O", "C", "C", "C", "O", "H", "H", "H", "H"],
  "xyz": [[2.690475, 1.382828, -4.602923], [1.278315, 1.335957, -5.265698], [0.274864, 1.383480, -4.189431], [-1.662167, 0.798023, -4.686137], [-2.240243, 3.008276, -4.613587], [-3.202946, 3.376271, -3.461503], [-2.510669, 3.700895, -2.155959], [-1.493895, 2.921764, -1.851637], [-3.377848, 3.586213, -1.151639], [-2.034113, 4.940170, -2.163264], [-3.876389, 0.405511, -5.023242], [-4.533237, 1.519310, -5.651911], [-5.890394, 1.241346, -5.899682], [-6.106705, 0.207122, -7.038342], [-7.101747, -0.747231, -6.682203], [-6.599462, -2.046560, -6.419831], [-6.572587, -2.439187, -4.936723], [-7.846244, -2.578478, -4.341903], [-8.383553, -1.361112, -3.866061], [-7.643900, -0.758956, -2.659031], [-1.173075, -1.334701, -4.789297], [0.004036, -1.644613, -4.126450], [0.187372, -1.730561, -2.993509], [1.041150, -1.922142, -4.931585], [-2.183773, -2.153510, -4.207396], [-2.702596, -2.970882, -4.822891], [-2.569429, -1.973439, -2.957920], [-1.300670, 0.927343, -7.262106], [-0.777570, 2.241172, -7.706824], [-0.390780, -0.320996, -7.897388], [-2.773720, 0.746594, -8.063708], [2.859520, 0.434724, -4.077277], [3.452291, 1.445350, -5.388531], [2.765349, 2.176736, -3.857201], [1.260316, 0.415366, -5.850076], [1.201523, 2.252042, -5.860092], [0.279708, 2.277660, -3.708249], [-2.019746, 0.630310, -2.906811], [-2.682137, 3.307287, -5.568431], [-1.309257, 3.586671, -4.541493], [-3.728661, 4.296892, -3.745270], [-3.961724, 2.614867, -3.281345], [-4.366949, 0.303854, -4.030508], [-4.055367, -0.551634, -5.547117], [-6.395602, 0.938054, -4.968453], [-6.341617, 2.188309, -6.225158], [-6.439101, 0.726241, -7.944162], [-5.126802, -0.223915, -7.270245], [-5.598028, -2.240517, -6.828110], [-7.274859, -2.750169, -6.930459], [-6.100924, -3.428897, -4.894433], [-5.892504, -1.757836, -4.406459], [-8.500889, -0.588632, -4.635410], [-9.398076, -1.595993, -3.521734], [-7.392464, -1.490783, -1.889424], [-8.335835, -0.035283, -2.206188], [-6.776422, -0.163437, -2.954881], [-0.157099, 0.003112, -8.785495], [-2.512787, 0.441824, -8.947638], [2.738184, -2.229301, -1.209692], [3.451126, -3.352790, -1.138900], [4.670346, -3.443136, -0.302438], [5.321647, -4.468307, -0.239105], [5.069976, -2.234171, 0.457510], [4.362066, -1.110612, 0.389845], [3.140039, -1.019285, -0.447925], [2.497059, 0.006947, -0.503797], [1.842778, -2.147204, -1.819054], [3.175724, -4.246156, -1.685276], [5.962292, -2.319653, 1.064599], [4.638489, -0.219104, 0.937979], [2.225370, -0.426933, 4.177351], [0.998815, -0.759170, 4.573177], [0.603131, -2.180975, 4.729269], [-0.514152, -2.488778, 5.090169], [1.624585, -3.214850, 4.428227], [2.849446, -2.879828, 4.033305], [3.244809, -1.458072, 3.879235], [4.366489, -1.156473, 3.520648], [2.533397, 0.604065, 4.056117], [0.245790, -0.029607, 4.790438], [1.318932, -4.246415, 4.546501], [3.606178, -3.619959, 3.808531], [1.387752, 2.119359, 9.685233], [0.869857, 1.425696, 8.674931], [1.164839, 1.783751, 7.266846], [0.691119, 1.151570, 6.344052], [2.058216, 2.940191, 7.026659], [2.576748, 3.634299, 8.035767], [2.283075, 3.278227, 9.444899], [2.756580, 3.909402, 10.366518], [1.184142, 1.874888, 10.720074], [0.215445, 0.576908, 8.829251], [2.261949, 3.184430, 5.991429], [3.230443, 4.479538, 7.878249], [4.013874, -8.897283, 5.979637], [3.703062, -8.148084, 4.924995], [3.427088, -6.698058, 5.066932], [3.141752, -6.014600, 4.106393], [3.512258, -6.114398, 6.428191], [3.823038, -6.863765, 7.482541], [4.099219, -8.314565, 7.341188], [4.384538, -8.997726, 8.301883], [4.218007, -9.957174, 5.896835], [3.636743, -8.554931, 3.923931], [3.308047, -5.053886, 6.510785], [3.889307, -6.456334, 8.483355], [4.887805, 7.222771, 4.031648], [5.137935, 6.048567, 4.605680], [4.954596, 5.851153, 6.063463], [5.184209, 4.780416, 6.589182], [4.480397, 7.010644, 6.858095], [4.230320, 8.184620, 6.284838], [4.413747, 8.383420, 4.825363], [4.184435, 9.452664, 4.303285], [5.015984, 7.386858, 2.969361], [5.483550, 5.190528, 4.043011], [4.352316, 6.846382, 7.921272], [3.884695, 9.042235, 6.847937]],
  "atomic_forces_ev_per_a": [[-0.389, -0.932, -0.375], [1.855, 0.942, 1.721], [-2.551, -0.168, -1.667], [2.199, 0.974, 1.635], [0.199, -0.749, 0.370], [0.181, 0.359, -0.723], [-0.932, -0.674, -1.299], [1.131, -0.808, 0.187], [-0.673, 0.313, 1.012], [0.337, 1.266, 0.189], [-0.172, 0.932, 0.774], [-0.098, -0.596, -0.284], [-0.162, 0.473, -0.568], [0.030, 0.613, 0.566], [0.748, -0.223, -0.329], [-0.703, -0.831, 0.285], [0.642, -0.154, -0.647], [0.208, 0.451, -0.135], [-0.490, 0.278, 0.940], [-0.429, 0.533, -0.284], [-0.041, -0.104, 1.415], [-0.496, 0.413, -2.779], [0.504, -0.610, 4.259], [0.137, 0.284, -1.083], [1.422, 2.022, 0.057], [-2.319, -3.305, -2.347], [0.387, 0.716, 0.941], [-1.376, -0.221, -1.314], [0.766, 0.323, -0.049], [-0.629, 0.783, -0.209], [1.117, -0.712, 0.089], [-0.016, 0.152, 0.024], [0.037, 0.293, 0.240], [0.071, 0.132, -0.286], [-0.532, 0.227, -0.175], [-0.284, -0.447, -0.451], [0.482, -0.182, 0.224], [-0.355, -0.255, -0.428], [-0.086, -0.281, 0.062], [-0.181, 0.047, 0.100], [-0.114, -0.104, 0.266], [0.141, -0.037, 0.004], [0.182, -0.267, -0.151], [0.131, 0.197, -0.124], [0.020, -0.243, -0.202], [0.100, -0.037, 0.219], [-0.077, -0.089, 0.123], [-0.230, -0.236, 0.016], [-0.039, 0.413, -0.004], [0.056, 0.102, 0.098], [-0.081, 0.098, 0.036], [-0.344, 0.010, 0.197], [0.254, -0.278, -0.158], [0.124, -0.196, -0.165], [0.103, -0.052, -0.219], [0.103, -0.111, 0.013], [0.155, -0.337, 0.114], [0.321, -0.217, 0.190], [-0.468, 0.082, 0.008], [-0.099, -0.114, -0.083], [0.001, 0.108, 0.049], [-0.008, -0.116, -0.053], [0.001, 0.050, 0.025], [0.032, 0.055, 0.009], [0.094, -0.005, -0.012], [-0.059, 0.026, -0.047], [0.070, -0.012, 0.053], [0.107, 0.074, 0.089], [0.022, -0.011, 0.010], [-0.019, -0.035, 0.018], [-0.036, -0.007, 0.018], [-0.043, -0.042, 0.013], [0.110, -0.412, -0.436], [-0.013, -0.005, -0.053], [0.066, -0.002, 0.033], [0.001, -0.036, 0.040], [0.046, 0.006, 0.000], [0.022, 0.063, 0.003], [-0.005, 0.005, 0.078], [0.006, -0.008, -0.029], [-0.162, -0.048, -0.148], [-0.002, 0.000, -0.042], [-0.022, -0.004, -0.031], [-0.044, -0.075, -0.014], [0.003, -0.022, 0.103], [-0.020, -0.029, -0.090], [0.006, 0.603, 0.629], [0.049, 0.059, -0.004], [-0.103, 0.007, -0.021], [0.041, 0.042, 0.052], [-0.042, -0.016, -0.034], [0.025, 0.032, 0.009], [-0.005, 0.000, -0.052], [-0.013, -0.030, -0.007], [0.063, -0.050, 0.055], [-0.016, 0.011, -0.089], [0.022, -0.101, 0.017], [-0.007, 0.032, -0.072], [0.014, -0.097, 0.054], [0.011, 0.022, 0.093], [-0.023, 0.084, -0.036], [0.027, -0.069, 0.084], [-0.014, 0.034, -0.041], [0.007, 0.001, 0.044], [-0.010, 0.051, -0.016], [-0.007, 0.001, -0.044], [0.011, -0.043, 0.012], [0.027, -0.091, -0.010], [0.008, 0.040, -0.075], [0.079, -0.061, -0.013], [-0.031, 0.092, -0.053], [-0.036, 0.060, 0.036], [-0.009, -0.048, 0.087], [-0.019, 0.092, -0.076], [0.021, -0.041, 0.043], [-0.023, 0.037, 0.006], [-0.003, -0.022, 0.038], [0.026, -0.027, -0.002], [-0.003, 0.021, -0.041]]
}